1.
Molecular formula: C42H84O24
Method: DFT, ωB97M-V with the def2-TZVPD basis set

Each line ends with the Löwdin charge.
CARTESIAN COORDINATES (ANGSTROEM)
C  0.6372  -3.9555  0.7858  -0.064
O  0.7737  -5.3171  1.1078  0.025
C  -0.1999  -5.8462  1.8277  -0.626
O  -1.2217  -5.3005  2.1463  0.131
O  0.1194  -7.1038  2.0987  0.004
C  -0.8353  -7.9319  2.7167  -0.054
H  1.5150  -3.5831  0.2620  0.094
H  0.5829  -3.3335  1.6810  0.063
H  -0.2631  -3.6924  0.2267  0.097
H  -0.4858  -8.9581  2.6196  0.092
H  -1.7767  -7.8792  2.1640  0.098
H  -1.0193  -7.7151  3.7685  0.098
C  -4.6537  7.6152  -2.2805  -0.060
O  -5.0369  6.2683  -2.0802  0.003
C  -4.2384  5.5319  -1.2886  -0.622
O  -3.3551  5.9751  -0.6087  0.131
O  -4.6482  4.2935  -1.3962  0.025
C  -4.0487  3.2849  -0.5795  -0.010
H  -3.6133  7.7927  -2.5461  0.098
H  -4.8315  8.2151  -1.3829  0.096
H  -5.3348  8.0371  -3.0152  0.093
H  -4.5820  3.1769  0.3617  0.109
H  -3.0082  3.5320  -0.3749  0.066
H  -4.0430  2.3642  -1.1556  0.079
C  -1.9701  -1.8718  -3.1585  -0.038
O  -2.9084  -1.5818  -4.1587  0.021
C  -3.9597  -0.8543  -3.8464  -0.610
O  -4.1611  -0.3091  -2.7773  0.103
O  -4.6676  -0.6117  -4.9345  0.012
C  -5.6325  0.4306  -4.9250  -0.029
H  -1.0510  -2.1326  -3.6830  0.100
H  -2.2571  -2.6327  -2.4350  0.110
H  -1.6837  -0.9605  -2.6321  0.052
H  -6.3016  0.2456  -5.7614  0.096
H  -5.1752  1.3912  -5.1714  0.081
H  -6.1329  0.5093  -3.9644  0.097
C  -8.8705  -1.9413  0.6301  -0.053
O  -7.4718  -1.9653  0.4542  0.010
C  -6.7423  -0.9147  0.8158  -0.622
O  -7.1255  -0.0004  1.4908  0.130
O  -5.5155  -1.1019  0.3727  0.025
C  -4.5577  -0.0832  0.5515  -0.034
H  -9.3129  -2.3876  -0.2614  0.091
H  -9.3479  -0.9652  0.7141  0.095
H  -9.1377  -2.5524  1.4912  0.096
H  -4.7558  0.6779  -0.2053  0.065
H  -3.5389  -0.4029  0.3605  0.080
H  -4.6403  0.4178  1.5164  0.103
C  -0.2333  4.5475  0.1997  -0.043
O  0.7176  4.2596  -0.7967  0.011
C  1.9349  3.8507  -0.4516  -0.612
O  2.3188  3.6892  0.6857  0.110
O  2.6392  3.6379  -1.5441  0.014
C  3.9942  3.2544  -1.4146  -0.025
H  -1.2345  4.4349  -0.2078  0.054
H  -0.1684  5.5699  0.5714  0.107
H  -0.1935  3.8829  1.0652  0.090
H  4.3589  2.9727  -2.3980  0.094
H  4.0991  2.3954  -0.7560  0.064
H  4.5967  4.0695  -1.0110  0.108
C  3.1184  -1.7121  2.8525  -0.024
O  3.7820  -2.6264  3.7215  0.034
C  3.0500  -3.6298  4.1342  -0.622
O  1.8856  -3.7515  3.8565  0.123
O  3.7941  -4.4569  4.8599  0.015
C  3.1125  -5.5412  5.4792  -0.035
H  2.3044  -1.2285  3.3922  0.078
H  2.6861  -2.2665  2.0230  0.085
H  3.7932  -0.8964  2.6170  0.082
H  2.5314  -6.0362  4.6963  0.092
H  2.4245  -5.1658  6.2352  0.099
H  3.7857  -6.2925  5.8782  0.093
C  -1.8048  2.4900  -5.8355  -0.153
C  -2.3930  2.7667  -4.4732  -0.144
C  -1.4579  2.0333  -3.5033  -0.190
O  -0.2543  1.7506  -4.2294  -0.147
C  -0.7022  1.4634  -5.5718  -0.181
H  -1.3254  3.3703  -6.2679  0.112
H  -2.4917  2.1293  -6.6025  0.111
H  -3.3750  2.2896  -4.4210  0.083
H  -2.5853  3.7992  -4.1846  0.112
H  -1.9651  1.1154  -3.1920  0.089
H  -1.1810  2.5978  -2.6138  0.112
H  -0.9918  0.4114  -5.6446  0.117
H  0.1750  1.6400  -6.1938  0.117
C  -0.3715  -1.6123  5.0896  -0.150
C  -1.4351  -0.8469  5.8711  -0.159
C  -2.2147  0.0521  4.8737  -0.190
O  -1.7661  -0.4071  3.6104  -0.184
C  -0.9735  -1.6070  3.6840  -0.177
H  -0.2674  -2.6314  5.4510  0.112
H  0.5507  -1.0327  5.0748  0.081
H  -0.9358  -0.2744  6.6548  0.105
H  -2.1511  -1.5392  6.3207  0.105
H  -1.8572  1.0611  5.0917  0.100
H  -3.2833  -0.0468  5.0582  0.113
H  -0.2177  -1.4756  2.9116  0.084
H  -1.5394  -2.5197  3.4948  0.125
C  3.1563  -1.6031  -5.3834  -0.155
C  2.9506  -0.3945  -4.4890  -0.150
C  4.1886  -0.3619  -3.5748  -0.185
O  5.0862  -1.3589  -4.0495  -0.143
C  4.4231  -2.3010  -4.8676  -0.202
H  3.4485  -1.2546  -6.3788  0.108
H  2.2468  -2.1873  -5.4988  0.107
H  2.0424  -0.5292  -3.9003  0.091
H  2.8580  0.5529  -5.0179  0.110
H  3.8938  -0.6202  -2.5481  0.103
H  4.7008  0.5908  -3.4430  0.109
H  4.1549  -3.2007  -4.2954  0.114
H  5.1066  -2.6611  -5.6360  0.116
C  6.6006  -1.4538  -0.7055  -0.128
C  5.5418  -1.0954  0.3450  -0.175
C  5.4893  0.4202  0.4278  -0.217
O  5.9288  0.8403  -0.8514  -0.161
C  6.9458  -0.0575  -1.2935  -0.180
H  6.1985  -2.0757  -1.5027  0.099
H  7.3894  -1.9275  -0.1271  0.106
H  5.7410  -1.5622  1.3090  0.108
H  4.5348  -1.3803  0.0305  0.090
H  6.1202  0.8305  1.2259  0.124
H  4.4781  0.7476  0.6757  0.097
H  7.9079  0.1837  -0.8185  0.112
H  7.1562  0.0313  -2.3556  0.116
C  -0.7646  0.5476  -0.5212  -0.159
C  0.5226  0.2997  -1.2338  -0.153
C  1.5028  0.0238  -0.1036  -0.179
O  0.6984  -0.6976  0.8454  -0.175
C  -0.6353  -0.1175  0.8547  -0.148
H  -1.6547  0.1724  -1.0306  0.078
H  -0.9919  1.6118  -0.4070  0.101
H  0.8681  1.0730  -1.9193  0.110
H  0.5984  -0.6712  -1.7339  0.113
H  1.8908  0.8879  0.4550  0.109
H  2.3796  -0.5351  -0.4354  0.103
H  -0.5924  0.5841  1.6911  0.110
H  -1.3267  -0.9362  1.0374  0.112
C  1.4288  2.4881  3.6248  -0.170
C  2.8064  2.7558  4.1758  -0.157
C  3.2489  1.3840  4.7188  -0.180
O  2.0752  0.5757  4.7209  -0.169
C  0.8998  1.3686  4.4934  -0.178
H  1.5078  2.1332  2.5957  0.092
H  0.8114  3.3889  3.6200  0.120
H  2.8771  3.4760  4.9928  0.110
H  3.4139  3.1494  3.3587  0.105
H  3.6132  1.5121  5.7407  0.114
H  4.0926  1.0255  4.1249  0.108
H  0.4890  1.7082  5.4482  0.129
H  0.1539  0.8078  3.9279  0.098

Summary:
* max |F|: 2.48 eV/A
* LUMO level: 0.0187 hartree
* HOMO level: -0.3417 Ha
* Kohn-Sham gap: 9.81 eV
* energy above the lowest of the compared OMol25 structures with the same formula, charge and spin: 0.0 kJ/mol


2.
Molecular formula: C42H86Br34N3O
Method: DFT, ωB97M-V with the def2-TZVPD basis set

Each line ends with the Löwdin charge.
CARTESIAN COORDINATES (ANGSTROEM)
C  -0.4372  2.3123  -0.0935  -0.123
O  -0.4690  1.6026  -1.3266  -0.184
C  0.2815  0.3845  -1.2975  -0.221
C  1.6710  0.4950  -2.0397  -0.157
C  2.5897  1.6264  -1.4148  -0.147
C  3.1937  1.0686  -0.0456  -0.283
C  3.3698  2.2968  0.9164  -0.121
N  4.3935  2.0303  2.0111  0.045
C  4.4597  0.5895  2.0680  -0.321
N  3.8141  -0.1222  2.9540  0.253
N  5.2625  -0.0144  1.0265  0.037
C  4.6163  0.4336  -0.2602  -0.149
H  -1.4629  2.6457  0.2257  0.093
H  0.0107  1.7478  0.7594  0.080
H  0.1749  3.2566  -0.2021  0.088
H  -0.3110  -0.3701  -1.8859  0.103
H  0.4211  -0.0620  -0.2843  0.100
H  2.1985  -0.4885  -1.8784  0.126
H  1.4459  0.6799  -3.1040  0.006
H  1.9805  2.5260  -1.1307  0.101
H  3.4618  1.8829  -2.0617  0.045
H  2.4248  0.3290  0.3197  0.134
H  3.7891  3.1349  0.2943  0.139
H  2.4092  2.6596  1.3685  0.107
H  4.0253  2.4061  2.8869  0.011
H  3.0318  0.3380  3.4775  -0.037
H  4.0017  -1.1129  3.0833  0.156
H  6.2214  0.3344  1.0955  0.028
H  5.2664  1.2376  -0.7066  0.092
H  4.5086  -0.4336  -0.9662  0.131
Br  -1.6626  -3.4464  -1.0579  0.582
C  -1.4326  -4.1412  0.7519  -0.679
C  -2.3404  -3.4557  1.7422  -0.669
Br  -1.6790  -1.6868  2.2172  0.612
H  -0.3773  -4.0431  0.9961  0.047
H  -1.6878  -5.1982  0.6780  0.061
H  -2.3658  -4.0072  2.6818  0.061
H  -3.3565  -3.3255  1.3740  0.029
Br  -6.1950  -0.0944  2.0039  0.630
C  -4.7853  0.1912  0.6881  -0.689
C  -5.2354  -0.1921  -0.6976  -0.666
Br  -5.2498  -2.1250  -0.9351  0.605
H  -3.9183  -0.3697  1.0272  -0.019
H  -4.5651  1.2580  0.7365  0.057
H  -4.5318  0.1802  -1.4427  0.059
H  -6.2359  0.1623  -0.9387  0.021
Br  -11.0556  -1.8019  2.3921  0.632
C  -10.2873  -3.0526  1.1118  -0.672
C  -8.9430  -2.5817  0.6245  -0.685
Br  -9.1335  -1.1414  -0.6735  0.608
H  -11.0153  -3.1729  0.3122  0.047
H  -10.1920  -3.9928  1.6548  0.064
H  -8.4272  -3.3805  0.0920  0.057
H  -8.3014  -2.2091  1.4198  0.010
Br  7.1116  -2.6303  -2.8888  0.614
C  8.3175  -2.8198  -1.3699  -0.683
C  7.8391  -2.0128  -0.1920  -0.649
Br  8.2147  -0.1162  -0.4398  0.660
H  9.3091  -2.5323  -1.7121  0.015
H  8.3127  -3.8835  -1.1325  0.064
H  8.3793  -2.2952  0.7118  0.067
H  6.7694  -2.1058  -0.0146  0.038
Br  -16.1798  -0.7105  4.0622  0.640
C  -14.7307  -0.4139  2.7916  -0.691
C  -15.1403  -0.7965  1.3931  -0.679
Br  -15.1369  -2.7298  1.1604  0.618
H  -13.8717  -0.9727  3.1542  0.006
H  -14.5166  0.6532  2.8492  0.062
H  -14.4190  -0.4211  0.6666  0.036
H  -16.1344  -0.4463  1.1253  0.055
Br  6.3739  3.9185  4.4476  0.631
C  7.0976  2.4903  3.3368  -0.714
C  8.4529  2.8451  2.7847  -0.722
Br  8.3093  4.1032  1.3057  0.602
H  6.3603  2.2903  2.5636  -0.009
H  7.1699  1.6263  3.9995  0.064
H  8.9311  1.9637  2.3636  -0.051
H  9.1140  3.2959  3.5214  0.060
Br  -17.0171  -7.8399  4.7314  0.599
C  -16.5269  -6.0108  4.2753  -0.718
C  -15.4325  -5.9719  3.2413  -0.700
Br  -13.6974  -6.3838  4.0275  0.593
H  -16.2565  -5.5159  5.2056  0.021
H  -17.4398  -5.5629  3.8824  0.059
H  -15.3298  -4.9662  2.8371  -0.023
H  -15.5858  -6.6751  2.4261  0.054
Br  5.8635  1.5542  -3.6674  0.641
C  5.8421  3.1531  -4.7864  -0.689
C  4.9008  4.1844  -4.2269  -0.675
Br  3.0474  3.7109  -4.5911  0.625
H  5.5850  2.8337  -5.7950  -0.071
H  6.8675  3.5237  -4.7772  0.064
H  5.0508  5.1505  -4.7081  0.062
H  4.9927  4.3022  -3.1495  0.048
Br  -18.6977  -5.0870  7.2895  0.623
C  -18.4494  -3.1768  7.5844  -0.684
C  -17.1129  -2.7097  7.0662  -0.730
Br  -15.6663  -3.2241  8.2652  0.608
H  -18.5834  -3.0006  8.6489  0.051
H  -19.2601  -2.6970  7.0361  0.058
H  -17.0769  -1.6212  7.0272  0.038
H  -16.8695  -3.1120  6.0854  0.016
Br  7.3737  4.2159  -9.7841  0.609
C  7.5062  2.3620  -9.1999  -0.695
C  6.2124  1.6216  -9.4223  -0.672
Br  4.8829  2.0965  -8.0788  0.677
H  7.8164  2.3793  -8.1580  0.048
H  8.3029  1.9297  -9.8050  0.059
H  6.3621  0.5483  -9.3080  0.060
H  5.7657  1.8203  -10.3935  0.054
Br  -0.2632  0.0200  6.4798  0.630
C  0.7155  1.6514  6.8958  -0.684
C  0.7703  2.5729  5.7058  -0.614
Br  2.0742  1.9536  4.3904  0.819
H  1.6977  1.3509  7.2526  0.056
H  0.1633  2.1165  7.7118  0.068
H  1.1149  3.5636  6.0011  0.071
H  -0.1815  2.6634  5.1877  0.062
Br  -8.2706  1.0896  -4.3942  0.597
C  -8.7183  2.8660  -3.7283  -0.690
C  -9.4019  2.7896  -2.3881  -0.686
Br  -11.2604  2.2359  -2.5691  0.645
H  -9.3228  3.3493  -4.4918  0.052
H  -7.7644  3.3862  -3.6424  0.056
H  -9.4428  3.7736  -1.9218  0.060
H  -8.9271  2.0880  -1.7051  0.032
Br  11.1398  1.5204  1.2120  0.659
C  12.5450  1.5803  -0.1379  -0.678
C  12.0591  1.0476  -1.4598  -0.687
Br  11.9636  -0.8991  -1.4486  0.606
H  13.3921  1.0287  0.2617  -0.032
H  12.8104  2.6344  -0.2233  0.068
H  12.7656  1.2927  -2.2518  0.032
H  11.0709  1.4122  -1.7334  0.046
Br  -2.2259  -1.7001  -4.4009  0.601
C  -1.7885  0.1074  -5.0065  -0.666
C  -0.7726  0.0557  -6.1247  -0.671
Br  1.0237  -0.2805  -5.4529  0.674
H  -1.4589  0.6771  -4.1397  0.043
H  -2.7316  0.5178  -5.3674  0.059
H  -0.7004  1.0170  -6.6329  0.059
H  -0.9942  -0.7201  -6.8536  0.051
Br  15.7407  0.3789  -1.9972  0.644
C  16.6770  1.2074  -0.5000  -0.675
C  17.0240  0.1946  0.5605  -0.693
Br  15.4632  -0.2829  1.6264  0.642
H  16.0431  2.0123  -0.1355  0.051
H  17.5832  1.6313  -0.9324  0.060
H  17.7353  0.6149  1.2710  0.004
H  17.4260  -0.7310  0.1555  0.053
Br  -13.5280  -1.8417  -2.0845  0.607
C  -12.0671  -1.5507  -3.3430  -0.709
C  -12.4640  -1.9365  -4.7443  -0.691
Br  -12.4623  -3.8713  -4.9753  0.603
H  -11.2117  -2.1086  -2.9696  0.024
H  -11.8517  -0.4843  -3.2862  -0.014
H  -11.7356  -1.5629  -5.4636  0.057
H  -13.4553  -1.5849  -5.0208  0.051
Br  20.9911  -0.0475  1.0733  0.612
C  21.5836  1.1529  2.4898  -0.687
C  20.4195  1.6620  3.3004  -0.687
Br  19.4428  3.0506  2.3429  0.611
H  22.1558  1.9460  2.0150  0.053
H  22.2485  0.5524  3.1103  0.060
H  20.7698  2.1400  4.2146  0.059
H  19.7013  0.8857  3.5542  0.051

Summary:
* charge: +1
* max |F|: 3.51 eV/A
* LUMO level: -0.1156 hartree
* HOMO level: -0.3849 Ha
* Kohn-Sham gap: 7.33 eV
* energy above the lowest of the compared OMol25 structures with the same formula, charge and spin: 102.6 kJ/mol